Formula: C6H12N
Source: OMol25
Level of theory: ωB97M-V with the def2-TZVPD basis set

Atoms and positions in Å:
C: -0.29962 -0.79758 -2.51584
C: -0.67937 -0.60571 -1.03810
C: 0.07981 0.36769 -0.21804
C: 1.52100 0.77279 -0.48300
C: -0.71817 1.04512 0.84018
N: -0.08096 0.28002 1.57926
C: -0.09483 -0.16675 2.92896
H: 0.67951 -1.01714 -2.71965
H: -0.77398 0.08541 -3.17089
H: -0.96396 -1.74154 -2.79920
H: -0.71142 -1.61040 -0.60279
H: -1.76374 -0.24639 -0.87163
H: 1.87685 1.73663 -0.09509
H: 1.46613 0.57104 -1.51092
H: 2.25240 0.05578 -0.17271
H: -1.39523 1.80598 1.09423
H: -0.54129 -1.14977 3.14878
H: -0.89234 0.55127 3.38091
H: 1.03921 0.06355 3.22553

Values from the calculation:
Energy   -7895.879 eV
Largest force on an atom   6.19 eV/A
SMILES   CC[C@@]1(C)C=[N+]1C
Charge   +1
Energy above the lowest of the compared OMol25 structures with the same formula, charge and spin   96.4 kcal/mol
HOMO   -14.9 eV